5 unconnected molecules or ions with the total composition C40H83N10O, computed with ωB97M-V/def2-TZVPD.

Each line ends with the Mulliken charge.
Cartesian coordinates (Å):
N  -2.79853  7.11567  5.79202  -0.444
C  -2.27798  6.53699  4.55227  -0.254
C  -0.84811  6.97397  4.18128  -0.118
C  0.20263  6.78719  5.29423  -0.907
C  0.10755  5.47820  6.09733  -0.438
C  0.89167  4.31015  5.48579  -0.792
N  0.40301  3.86760  4.15462  0.030
C  -0.40449  2.74761  4.17127  0.083
N  -1.45914  2.67909  4.92827  0.277
C  -2.39121  1.59509  5.03308  0.393
C  -3.16029  1.17585  3.96457  -0.322
C  -4.04101  0.14970  4.20374  -0.526
N  -4.26116  -0.47257  5.34822  -0.533
C  -3.51242  -0.06767  6.36615  -0.410
C  -2.59698  0.94734  6.21724  -0.498
N  -0.12278  1.63083  3.36067  0.538
O  1.25400  1.36778  3.41216  -0.508
C  -0.52504  1.78773  1.97897  0.145
C  -0.31362  2.93243  1.23533  -0.145
C  -0.72231  2.93762  -0.07620  -0.754
C  -1.30364  1.79527  -0.57491  -0.457
N  -1.53292  0.68293  0.10853  -0.412
C  -1.11791  0.71439  1.35926  -0.482
H  -2.14789  7.75082  6.22971  0.277
H  -3.13694  6.42426  6.44229  0.247
H  -2.93903  6.87782  3.74471  0.224
H  -2.40404  5.44169  4.57170  -0.176
H  -0.90027  8.04129  3.93955  0.138
H  -0.56632  6.48037  3.23990  0.393
H  1.22760  6.92243  4.93523  0.379
H  0.05476  7.59990  6.01291  0.411
H  -0.92256  5.19925  6.35316  0.259
H  0.58272  5.66905  7.06745  0.282
H  1.92756  4.63192  5.34562  0.452
H  0.93679  3.47697  6.19224  0.315
H  0.00343  4.62580  3.61228  0.012
H  -1.65241  3.50044  5.49777  0.234
H  -3.06716  1.64475  2.99532  0.609
H  -4.62747  -0.19003  3.35090  0.371
H  -3.63724  -0.51748  7.34485  0.364
H  -2.01646  1.25154  7.08718  0.382
H  1.35661  0.49418  3.81502  0.366
H  0.16999  3.80538  1.65337  0.620
H  -0.56701  3.79216  -0.72000  0.452
H  -1.60553  1.80157  -1.62056  0.374
H  -1.25754  -0.18965  1.95494  0.532
C  -3.02553  -6.00594  -1.36243  -1.157
C  -2.38947  -4.62370  -1.36414  -0.263
N  -1.74900  -4.26813  -0.10839  0.170
C  -1.37979  -2.86555  -0.03746  -0.633
C  -0.31573  -2.34254  -1.00861  -0.921
C  -0.74986  -5.20149  0.38817  -0.874
C  0.45692  -5.50149  -0.51095  -0.912
H  -3.75405  -6.10115  -0.55572  0.330
H  -3.54644  -6.17109  -2.30649  0.444
H  -2.28715  -6.80233  -1.26005  0.003
H  -3.18414  -3.89808  -1.55859  0.421
H  -1.69297  -4.55777  -2.21381  0.240
H  -1.06417  -2.63748  0.98744  0.211
H  -2.29054  -2.27621  -0.18979  0.368
H  0.68832  -2.64848  -0.71617  0.245
H  -0.32759  -1.25182  -1.00177  0.303
H  -0.49262  -2.66115  -2.03587  0.286
H  -1.24869  -6.14731  0.61477  0.426
H  -0.39082  -4.84950  1.35954  0.361
H  0.17275  -5.64824  -1.55403  0.286
H  0.94426  -6.42045  -0.17661  0.344
H  1.20625  -4.71247  -0.46283  0.328
C  -3.72990  13.47793  1.94531  -1.433
C  -3.88825  12.30198  0.99325  -0.329
N  -2.73811  11.41427  0.96751  0.145
C  -2.78482  10.44813  -0.11754  -0.714
C  -3.90237  9.39768  -0.10296  -0.856
C  -2.31487  10.89143  2.25253  -0.925
C  -3.32960  10.07833  3.06927  -0.506
H  -2.83766  14.05818  1.70643  0.331
H  -4.59392  14.13770  1.85910  0.432
H  -3.67032  13.16032  2.98740  0.298
H  -4.02838  12.70727  -0.01197  0.470
H  -4.81720  11.76762  1.24545  0.257
H  -1.81928  9.93601  -0.17404  0.334
H  -2.86099  11.00846  -1.05420  0.405
H  -3.71289  8.61090  0.62731  0.138
H  -3.95833  8.91313  -1.08056  0.396
H  -4.88094  9.83334  0.09799  0.263
H  -1.98113  11.73040  2.86847  0.360
H  -1.41142  10.29039  2.10774  0.358
H  -4.32302  10.52697  3.06828  0.387
H  -3.00241  10.02193  4.11116  0.321
H  -3.40760  9.05251  2.70899  -0.098
C  3.27227  -8.46830  -3.80062  -1.524
C  2.09812  -8.82141  -2.90115  -0.262
N  0.80833  -8.71009  -3.55784  0.249
C  -0.30959  -8.79556  -2.63369  0.217
C  -0.52514  -10.11717  -1.88664  -1.251
C  0.65948  -9.45783  -4.79572  -0.678
C  0.86362  -10.97763  -4.74647  -1.007
H  3.16461  -7.46205  -4.20689  0.305
H  4.19891  -8.50177  -3.22528  0.553
H  3.38299  -9.16896  -4.62934  0.340
H  2.11149  -8.12908  -2.05403  0.285
H  2.26440  -9.82651  -2.48361  0.225
H  -1.23104  -8.53744  -3.16445  0.422
H  -0.18365  -8.00373  -1.88794  -0.602
H  -0.96093  -10.88114  -2.52832  0.279
H  -1.22794  -9.95953  -1.06449  0.475
H  0.39666  -10.50629  -1.45387  0.274
H  1.35903  -9.04573  -5.52751  0.373
H  -0.32626  -9.24538  -5.21792  0.381
H  1.72683  -11.26258  -4.14339  0.252
H  1.03561  -11.35594  -5.75641  0.374
H  -0.01406  -11.49441  -4.36185  0.286
C  4.72260  -4.87717  -3.64094  -1.386
C  5.73929  -4.01063  -4.36784  -0.369
N  6.62369  -4.76425  -5.23572  0.102
C  7.74564  -3.98108  -5.72839  -0.678
C  7.44777  -2.79523  -6.65347  -0.972
C  5.97199  -5.61480  -6.21816  -0.548
C  5.02091  -4.95328  -7.22431  -1.031
H  5.21573  -5.65727  -3.05870  0.345
H  4.13870  -4.26244  -2.95308  0.436
H  4.01941  -5.34748  -4.32842  0.238
H  6.34822  -3.50729  -3.61153  0.456
H  5.20105  -3.21768  -4.91112  0.246
H  8.44910  -4.65163  -6.22948  0.350
H  8.29020  -3.60172  -4.85755  0.410
H  7.19419  -3.11895  -7.66175  0.228
H  8.33855  -2.16865  -6.73895  0.396
H  6.64319  -2.16376  -6.27541  0.272
H  5.41364  -6.38722  -5.68190  0.219
H  6.73824  -6.16940  -6.76565  0.349
H  4.36772  -4.21489  -6.75672  0.243
H  4.37916  -5.71381  -7.67470  0.395
H  5.55986  -4.47299  -8.03929  0.309

Summary:
Total charge = +1
Strongest force on any atom = 2.4 eV Å⁻¹
E_HOMO = -9.10 eV
Electronic energy = -59764.4670 eV